(1)
ORCA calculation (ωB97M-V/def2-TZVPD) on C19H14F4N2O4S in the gas phase.

## Properties
**ΔE to the lowest compared entry with this formula, charge and spin**: 0.000 eV
**HOMO energy**: -0.35941 hartree
**Strongest force on any atom**: 5.82 eV Å⁻¹
**Frontier orbital gap**: 8.257 eV

Atoms and positions in Å:
C: 3.195 -0.214 1.072
F: -5.176 3.370 -4.941
H: -1.861 2.194 0.579
H: -0.375 1.352 0.850
H: 1.577 -2.951 2.240
C: 3.707 -2.573 2.472
H: -2.969 -0.956 1.915
C: 4.509 -0.535 1.432
H: 2.981 0.723 0.548
O: -3.292 0.332 -0.322
C: 2.398 -2.261 2.031
S: -0.606 1.783 -1.411
C: -3.429 1.800 -4.378
N: 0.842 -0.791 0.956
C: 2.152 -1.103 1.309
C: -1.248 1.365 0.200
O: 0.279 2.925 -1.181
C: 6.109 -2.033 2.532
C: -2.006 2.256 -2.459
C: 0.128 -1.551 0.099
C: -3.787 3.784 -3.147
H: -3.930 -0.390 -0.235
N: 7.210 -2.328 2.819
H: -2.437 4.045 -1.350
C: -2.008 0.060 0.288
C: -2.347 -0.055 1.750
O: -1.945 -2.114 -0.822
O: 0.140 0.640 -1.988
F: 5.008 -4.639 2.825
F: 2.883 -4.584 3.355
H: -2.927 0.812 2.124
C: -1.256 -1.250 -0.240
C: -2.748 3.412 -2.232
H: -1.406 -0.150 2.327
H: 0.638 -2.381 -0.379
H: 5.340 0.123 1.201
C: -2.361 1.450 -3.545
H: -3.746 1.247 -5.231
C: -4.138 2.975 -4.178
F: 4.259 -3.468 4.524
C: 4.777 -1.717 2.124
H: -1.813 0.538 -3.801
C: 3.993 -3.838 3.268
H: -4.312 4.698 -2.997


(2)
ORCA calculation (ωB97M-V/def2-TZVPD) on a molecular structure, C19H14I2IrN3O7.

## Properties
**ΔE to the lowest compared entry with this formula, charge and spin**: 0.288 eV
**HOMO energy (spin up / spin down)**: -0.32101 / -0.32101 hartree
**Strongest force on any atom**: 2.89 eV Å⁻¹
**Frontier orbital gap (spin up / spin down)**: 7.642 / 7.639 eV

Atoms and positions in Å:
H: 1.795 3.611 0.861
C: 2.937 2.229 2.052
C: 2.106 -0.524 -1.944
O: 2.412 -3.881 2.002
I: -5.365 4.533 -4.037
C: 1.693 -3.109 1.379
C: 1.686 0.033 -3.287
C: 1.447 1.582 0.304
H: -1.869 -0.619 1.604
H: 1.598 -4.385 3.407
C: -1.374 0.295 -1.543
O: 1.945 -2.649 0.196
C: -4.036 3.144 -3.242
H: 2.544 0.034 -3.957
O: -1.052 0.363 -0.318
H: 0.732 1.804 -0.474
C: -2.351 2.579 -1.639
C: -3.169 0.913 -3.171
C: 0.420 -2.622 2.000
H: 3.408 2.990 2.660
O: -0.834 -0.561 -2.280
I: 4.537 0.272 3.725
H: -1.695 2.849 -0.822
H: -3.136 -0.101 -3.547
C: -1.433 -2.123 3.076
O: 3.258 -0.660 -1.624
C: 2.039 2.576 1.054
C: -0.343 -2.966 3.134
C: 3.218 0.888 2.252
C: -0.113 -3.961 4.218
H: -4.685 1.562 -4.543
H: -2.277 -2.046 3.741
Ir: 0.751 -1.141 -0.619
C: -3.187 3.526 -2.212
N: 1.716 0.293 0.519
O: 1.031 -4.628 4.185
H: 0.858 -0.531 -3.700
H: 2.794 -1.112 1.577
N: -1.285 -1.349 1.983
C: -2.339 1.274 -2.117
C: -4.031 1.843 -3.730
C: 2.591 -0.059 1.464
H: -3.177 4.549 -1.862
N: -0.161 -1.653 1.336
O: -0.938 -4.123 5.080
H: 1.336 1.060 -3.144


Which of these has the lowest ΔE to the lowest compared entry with this formula, charge and spin?
C19H14F4N2O4S